Molecular formula: C2HAuO3
Method: DFT, ωB97M-V with the def2-TZVPD basis set

ORCA input file:
```
! wB97M-V def2-TZVPD RIJCOSX def2/J DEFGRID3
* xyz 2 3
H -1.23495 0.56636 -1.90165
O -0.19579 1.76704 -0.63204
O 0.97375 -1.10707 1.87871
O -0.26185 -0.59627 -0.23339
C -0.46765 0.62888 -1.10704
C 0.29356 -1.95213 1.52145
Au 0.89294 0.69318 0.47397
*
```

The value obtained for the HOMO energy (spin up / spin down) is -22.881 / -22.761 eV. The value obtained for the energy relative to the best compared isomer or geometry (same formula, charge and spin) is 75.4 kcal per mole. The total energy is -11892.8945 eV. For the LUMO energy (spin up / spin down), the calculation gives -13.09 / -16.93 eV. Its HOMO-LUMO gap (spin up / spin down) is 0.35991 / 0.21422 Ha.